This record from the OMol25 dataset describes a single C7H13NO molecule in a non-equilibrium geometry. The level of theory is the ωB97M-V functional and the def2-TZVPD basis.

## Properties
HOMO level, eV: -9.577
Structure (SMILES): [H]/N=C(\OC)[C@@H](C)C(=C)C
Strongest force on any atom, eV/Å: 3.5
Energy above the lowest of the compared OMol25 structures with the same formula, charge and spin, kJ/mol: 231.9

Last column: Mulliken charge in e.
Atoms and positions in Å:
H: 0.8897 1.9026 1.9329  0.421
N: -0.0261 1.3269 1.6912  -0.645
C: 0.3885 0.8896 0.6186  0.142
O: 1.7935 1.5601 0.4553  -0.499
C: 2.9189 1.0890 -0.2480  -0.655
C: -0.1130 -0.0767 -0.3999  0.659
C: 0.6021 -1.4306 -0.2497  -1.513
C: -1.6235 -0.2260 -0.3097  0.562
C: -2.3837 0.1283 -1.3380  -1.088
C: -2.1948 -0.8159 0.9440  -1.343
H: 2.6933 0.8525 -1.2928  0.273
H: 3.6664 1.8828 -0.2406  0.253
H: 3.3670 0.2153 0.2385  0.278
H: 0.1338 0.3477 -1.3777  0.454
H: 0.1806 -2.1371 -0.9633  0.381
H: 1.6678 -1.3314 -0.4437  0.396
H: 0.4768 -1.8270 0.7562  0.360
H: -3.4557 0.0033 -1.3203  0.297
H: -1.9689 0.5541 -2.2404  0.273
H: -3.2821 -0.8200 0.9061  0.402
H: -1.8635 -0.2391 1.8064  0.307
H: -1.8670 -1.8483 1.0749  0.285